The following is a quantum chemistry calculation of a structure of composition C6H22BInO5, from the OMol25 dataset.

Structure (XYZ):
```
35
Properties=species:S:1:pos:R:3:nbo_charge:R:1
In -0.2584 -0.2982 -0.2652 1.7904
O 2.4555 -1.2353 -0.1228 -0.7575
O -1.0943 2.3096 0.7804 -0.7483
O 0.6645 -2.3306 1.6285 -0.7507
O 1.1298 -0.7668 -2.5318 -0.7670
O 0.3735 1.7231 -2.2552 -0.7481
C 2.6604 -2.5519 0.3858 -0.0940
C -2.3984 2.4809 1.3623 -0.0824
C 2.0149 -2.6965 1.7712 -0.1001
C 1.3474 1.4641 -3.2474 -0.1015
C 1.2714 0.0576 -3.7255 -0.0928
C -2.2424 3.0102 2.7743 -0.6460
B -2.8090 -1.4867 0.9859 -0.6678
H 2.3061 -3.6583 2.1925 0.2301
H -3.2535 3.0646 3.1800 0.2516
H -2.9954 -2.2312 0.1462 0.0283
H -1.9115 -1.7976 1.6150 -0.0011
H 2.1649 -0.2394 -4.2723 0.2292
H 2.3364 1.6706 -2.8292 0.1880
H 2.1712 -3.2271 -0.3206 0.1824
H -1.7277 2.2430 3.3576 0.2181
H -3.7748 -1.5070 1.6186 0.2937
H 0.3904 -0.1085 -4.3473 0.2065
H -2.9279 1.5233 1.3661 0.1959
H 3.2997 -0.9135 -0.4573 0.5203
H -1.6668 3.9236 2.9170 0.2310
H 3.7208 -2.7904 0.4612 0.2237
H 1.2188 2.2366 -4.0070 0.2270
H 0.0611 -2.7816 2.2327 0.5284
H 2.4169 -1.9258 2.4343 0.1928
H -2.6505 -0.4048 0.5670 0.0603
H 0.0195 2.6088 -2.3801 0.5221
H -3.1085 3.0750 0.7791 0.2047
H 1.5169 -1.6350 -2.6828 0.5213
H -0.7209 3.1950 0.8892 0.5118
```

The LUMO energy comes out at -12.56 eV. The spin multiplicity is 1. The HOMO energy comes out at -17.3 eV. The calculation puts the energy above the lowest of the compared OMol25 structures with the same formula, charge and spin at 76.7 kJ/mol. As for the net charge: +2.